{"formula": "C17H37BCl4N3O3", "method": "ωB97M-V with the def2-TZVPD basis set", "e_lumo_ev": -2.10, "multiplicity": 1, "total_energy_ev": -79603.896, "charge": 1, "gap_ev": 10.02, "symbols": ["C", "C", "O", "C", "N", "C", "C", "C", "N", "O", "C", "C", "C", "C", "C", "B", "O", "N", "C", "C", "H", "H", "H", "H", "H", "H", "H", "H", "H", "H", "H", "H", "H", "H", "H", "H", "H", "H", "H", "H", "H", "H", "H", "H", "H", "H", "H", "H", "H", "Cl", "C", "C", "Cl", "H", "H", "H", "H", "Cl", "C", "C", "Cl", "H", "H", "H", "H"], "coordinates": [[-1.7319, -0.9439, 4.2037], [-0.8605, -1.3082, 2.9879], [-1.3762, -2.4742, 2.3699], [-0.6426, -0.1284, 2.0129], [-1.5583, 0.0619, 0.8142], [-2.9452, -0.5315, 0.9436], [-3.1799, -1.8416, 0.1766], [-4.2992, -2.5864, 0.8979], [-4.1174, -3.9372, 1.2428], [-5.3065, -1.9964, 1.1653], [-1.7627, 1.5652, 0.7024], [-0.4552, 2.1651, 0.2024], [0.5264, 2.7669, 1.2065], [0.1008, 1.0107, -0.6674], [-0.8834, -0.1859, -0.5132], [0.0729, -1.4408, -0.7806], [0.4188, -1.6305, -2.0881], [0.6986, -2.2853, 0.2364], [0.5233, -3.7047, -0.1378], [2.1271, -1.9508, 0.4540], [-2.2942, -0.0170, 4.0547], [-1.1208, -0.8078, 5.0961], [-2.4593, -1.7359, 4.3802], [0.1473, -1.5232, 3.3591], [-0.6374, -3.0580, 2.1651], [-0.7340, 0.7769, 2.6160], [0.3733, -0.1385, 1.6284], [-3.1552, -0.6587, 2.0030], [-3.6569, 0.2027, 0.5721], [-2.2870, -2.4557, 0.1325], [-3.5494, -1.6161, -0.8278], [-3.3777, -4.3449, 0.6796], [-3.7986, -4.0108, 2.2058], [-2.4815, 1.7062, -0.1086], [-2.2367, 1.9854, 1.5913], [-0.7583, 2.9715, -0.4727], [1.1396, 3.5329, 0.7304], [-0.0127, 3.2403, 2.0326], [1.2086, 2.0301, 1.6393], [1.0681, 0.7130, -0.2448], [0.2688, 1.2887, -1.7051], [-1.6451, -0.1501, -1.2965], [-0.2110, -1.3298, -2.7551], [0.4008, -4.3268, 0.7568], [1.3677, -4.0913, -0.7150], [-0.3728, -3.8421, -0.7514], [2.5865, -1.4669, -0.4141], [2.6825, -2.8662, 0.6661], [2.2429, -1.3017, 1.3286], [-0.6657, 0.5564, -5.3360], [0.7788, 1.5544, -5.6655], [1.4544, 1.9702, -4.3862], [0.4539, 3.1243, -3.4583], [0.4639, 2.4122, -6.2528], [1.4604, 0.9464, -6.2569], [2.4008, 2.4648, -4.5932], [1.6420, 1.1073, -3.7512], [3.1414, 2.2267, -1.3306], [4.6366, 3.2092, -1.2563], [5.1042, 3.4208, 0.1587], [3.9893, 4.4568, 1.0866], [4.4256, 4.1519, -1.7537], [5.3982, 2.6711, -1.8170], [6.0714, 3.9194, 0.1463], [5.1987, 2.4777, 0.6903]], "atomic_forces_ev_per_a": [[-0.198, 0.193, -0.266], [0.095, -0.039, 0.118], [-0.074, -0.169, 0.132], [0.165, -0.082, 0.268], [-0.524, 0.875, 0.021], [-0.150, -0.542, -0.018], [-0.049, -0.031, -0.107], [-0.013, -0.117, -0.077], [0.690, -0.019, -0.260], [-0.286, 0.353, 0.404], [-0.311, 0.471, -0.413], [-0.116, 0.240, -0.479], [-0.084, -0.050, 0.247], [0.178, -0.129, 0.711], [0.774, -0.341, -0.411], [-0.201, 0.020, 0.042], [-0.415, -0.427, 0.103], [0.258, -0.033, -0.402], [-0.038, -0.042, 0.056], [-0.188, -0.044, 0.327], [0.045, -0.064, 0.005], [-0.075, -0.059, -0.030], [0.126, -0.024, 0.086], [-0.059, 0.018, -0.041], [-0.049, 0.197, -0.214], [0.008, -0.052, -0.124], [-0.116, -0.132, -0.093], [0.128, -0.009, -0.044], [0.122, 0.023, 0.060], [0.100, 0.070, -0.050], [0.187, -0.064, -0.015], [0.022, -0.024, 0.090], [-0.497, -0.106, 0.115], [-0.025, -0.214, 0.094], [0.352, -0.209, 0.194], [0.059, -0.016, 0.085], [-0.019, -0.130, 0.007], [0.052, 0.042, -0.075], [-0.046, 0.016, -0.063], [0.057, 0.118, -0.187], [-0.159, -0.111, 0.054], [-0.198, 0.203, 0.267], [0.252, 0.302, -0.058], [0.118, 0.006, -0.066], [-0.064, 0.007, -0.012], [0.051, 0.025, 0.085], [0.043, -0.051, 0.027], [-0.019, 0.093, -0.017], [0.041, 0.050, -0.111], [-0.052, -0.054, 0.033], [0.092, 0.000, -0.019], [0.011, -0.017, 0.037], [-0.045, 0.102, -0.093], [-0.065, -0.009, 0.016], [-0.015, -0.027, 0.009], [-0.023, 0.024, -0.044], [0.023, 0.012, 0.039], [0.106, -0.018, 0.055], [0.083, 0.026, -0.072], [0.024, -0.007, 0.036], [-0.017, -0.017, 0.004], [-0.041, 0.008, 0.022], [-0.015, -0.034, 0.009], [-0.006, 0.024, -0.007], [-0.010, -0.005, 0.006]], "lowdin_charge": [-0.0186, -0.3644, -0.0404, -0.0304, -0.1267, -0.0676, -0.0774, -0.5105, 0.1397, 0.1193, -0.0772, -0.3014, -0.0629, -0.1188, -0.1031, -0.5855, 0.1954, -0.1190, -0.0636, -0.0442, 0.0789, 0.0881, 0.0900, 0.1487, 0.0830, 0.1293, 0.1043, 0.1261, 0.1365, 0.0887, 0.1363, 0.0841, 0.1036, 0.1410, 0.1532, 0.1367, 0.0483, 0.0892, 0.0765, 0.0767, 0.0519, 0.1575, 0.1020, 0.0881, 0.0985, 0.0889, 0.0923, 0.0944, 0.0807, 0.5466, -0.6381, -0.6653, 0.5690, 0.0736, 0.0793, 0.0746, 0.0430, 0.6063, -0.6191, -0.6498, 0.5639, 0.0745, 0.0779, 0.0788, 0.0684]}